#a
{
  "formula": "C44H66O33",
  "method": "ωB97M-V with the def2-TZVPD basis set",
  "species": ["C", "C", "C", "O", "C", "O", "O", "H", "H", "H", "H", "H", "H", "C", "C", "C", "O", "C", "O", "O", "H", "H", "H", "H", "H", "H", "C", "C", "C", "O", "C", "O", "O", "H", "H", "H", "H", "H", "H", "C", "C", "C", "O", "C", "O", "O", "H", "H", "H", "H", "H", "H", "C", "C", "C", "O", "C", "O", "O", "H", "H", "H", "H", "H", "H", "C", "C", "C", "O", "C", "O", "O", "H", "H", "H", "H", "H", "H", "C", "C", "C", "O", "C", "O", "O", "H", "H", "H", "H", "H", "H", "C", "C", "C", "O", "C", "O", "O", "H", "H", "H", "H", "H", "H", "C", "C", "C", "O", "C", "O", "O", "H", "H", "H", "H", "H", "H", "C", "C", "C", "O", "C", "O", "O", "H", "H", "H", "H", "H", "H", "C", "C", "C", "O", "C", "O", "O", "H", "H", "H", "H", "H", "H"],
  "coordinates": [[6.074, -0.068, 6.427], [5.369, -0.647, 5.258], [6.180, -1.175, 4.051], [5.483, -2.383, 3.821], [4.530, -2.609, 4.713], [3.710, -3.504, 4.744], [4.616, -1.714, 5.669], [6.346, 0.978, 6.285], [7.002, -0.560, 6.718], [5.420, -0.115, 7.297], [4.738, 0.131, 4.830], [7.243, -1.393, 4.157], [6.005, -0.466, 3.242], [-3.491, -4.536, -0.876], [-3.434, -3.328, -1.834], [-2.061, -2.993, -2.311], [-2.082, -3.261, -3.698], [-3.316, -3.637, -4.066], [-3.643, -3.756, -5.186], [-4.056, -3.880, -2.952], [-2.985, -4.360, 0.073], [-3.225, -5.504, -1.301], [-4.525, -4.770, -0.623], [-3.950, -2.432, -1.487], [-1.265, -3.575, -1.846], [-1.788, -1.982, -2.008], [-6.389, 1.766, 0.675], [-5.375, 1.366, -0.416], [-4.143, 2.196, -0.766], [-3.067, 1.342, -0.519], [-3.519, 0.199, -0.199], [-2.889, -0.826, 0.037], [-4.857, 0.172, -0.134], [-7.359, 1.268, 0.677], [-6.668, 2.817, 0.592], [-5.958, 1.633, 1.668], [-6.014, 1.246, -1.291], [-4.047, 3.126, -0.205], [-4.077, 2.585, -1.782], [1.327, -0.461, 5.349], [1.195, -0.936, 6.818], [-0.117, -0.833, 7.504], [-0.389, -2.143, 7.997], [0.503, -2.971, 7.577], [0.549, -4.126, 7.908], [1.399, -2.356, 6.747], [0.593, -1.021, 4.769], [2.313, -0.676, 4.936], [1.068, 0.590, 5.220], [2.002, -0.511, 7.414], [-0.846, -0.597, 6.729], [-0.178, -0.022, 8.229], [4.163, -3.818, 0.912], [4.209, -4.671, -0.323], [3.274, -4.283, -1.390], [4.078, -3.972, -2.515], [5.415, -4.167, -2.197], [6.362, -4.095, -2.979], [5.518, -4.630, -0.959], [4.356, -2.771, 0.677], [4.930, -4.098, 1.634], [3.236, -3.838, 1.484], [3.997, -5.705, -0.049], [2.537, -3.515, -1.155], [2.746, -5.210, -1.612], [-0.475, 4.106, -1.645], [-0.747, 2.987, -2.608], [-1.180, 3.449, -3.987], [-0.176, 2.985, -4.864], [0.816, 2.365, -4.146], [1.909, 1.971, -4.550], [0.428, 2.279, -2.864], [0.347, 4.717, -2.018], [-0.259, 3.628, -0.690], [-1.282, 4.823, -1.493], [-1.549, 2.299, -2.342], [-1.310, 4.528, -4.066], [-2.141, 2.993, -4.223], [0.642, -1.222, -5.338], [-0.137, -1.775, -6.522], [0.237, -1.066, -7.813], [0.170, -2.092, -8.749], [0.343, -3.225, -8.045], [0.679, -4.240, -8.587], [0.398, -3.012, -6.761], [0.257, -0.212, -5.197], [1.708, -1.089, -5.523], [0.636, -1.798, -4.413], [-1.189, -2.011, -6.358], [1.195, -0.546, -7.833], [-0.499, -0.302, -8.062], [-5.076, 2.113, -5.965], [-4.512, 0.706, -5.903], [-3.313, 0.483, -6.802], [-2.287, 0.213, -5.857], [-2.748, 0.131, -4.648], [-2.076, -0.095, -3.644], [-4.040, 0.431, -4.641], [-4.258, 2.767, -5.664], [-5.933, 2.200, -5.298], [-5.402, 2.338, -6.980], [-5.323, 0.068, -6.255], [-3.073, 1.314, -7.465], [-3.454, -0.331, -7.513], [-1.727, 3.832, 2.071], [-2.324, 3.234, 3.309], [-3.790, 2.925, 3.030], [-3.896, 1.660, 3.613], [-2.737, 1.074, 3.802], [-2.588, -0.099, 4.083], [-1.809, 1.946, 3.514], [-2.007, 4.875, 1.929], [-2.005, 3.318, 1.151], [-0.650, 3.795, 2.232], [-2.182, 3.835, 4.207], [-3.981, 2.960, 1.957], [-4.379, 3.684, 3.545], [1.608, 3.653, 4.903], [2.553, 2.881, 4.028], [3.127, 3.633, 2.846], [4.467, 3.318, 2.838], [4.853, 2.773, 3.995], [6.019, 2.483, 4.231], [3.705, 2.510, 4.749], [1.947, 4.676, 5.069], [1.499, 3.137, 5.856], [0.626, 3.719, 4.434], [2.171, 1.967, 3.575], [3.107, 4.710, 3.007], [2.517, 3.356, 1.986], [0.693, -0.898, -1.385], [1.389, 0.208, -0.594], [0.654, 1.060, 0.440], [1.480, 1.078, 1.640], [2.343, 0.056, 1.554], [3.164, -0.239, 2.448], [2.133, -0.563, 0.352], [0.153, -0.427, -2.207], [0.067, -1.410, -0.654], [1.417, -1.559, -1.863], [2.036, 0.789, -1.251], [-0.299, 0.547, 0.574], [0.544, 2.108, 0.161]],
  "mulliken_charge": [-1.7663, 1.9535, -0.3552, -0.2927, 0.8050, -0.6148, -0.5032, 0.3267, 0.4183, 0.3728, -0.7618, 0.3344, 0.1854, -1.6649, 1.0601, 0.8073, -0.2384, 0.5186, -0.5457, -0.4276, 0.3699, 0.4117, 0.3910, -0.1002, 0.2654, -0.8431, -1.4927, 0.3253, -0.6135, 0.7628, 0.1319, -0.6793, -0.4210, 0.3924, 0.3807, 0.2812, 0.2371, 0.5141, 0.2640, -0.8727, 0.3661, -0.1175, -0.3586, 0.5633, -0.5933, -0.2072, 0.3599, -0.1721, 0.2295, 0.2274, 0.0886, 0.3291, -1.3770, 0.5336, -0.0096, -0.2842, 0.6131, -0.5884, -0.3766, 0.2262, 0.3841, 0.4428, 0.2633, -0.0609, 0.2635, -1.0760, 1.8221, -0.1492, -0.3492, 0.5357, -0.5937, -0.0951, 0.4555, -0.3372, 0.4623, -0.7965, 0.3734, -0.1158, -1.1984, 0.9249, -0.1873, -0.3724, 0.4905, -0.5951, -0.3621, -0.0668, 0.5905, 0.1923, 0.0913, 0.3017, 0.1521, -1.4056, 0.4511, -0.6386, -0.1556, -0.2837, 0.1526, -0.2350, 0.2775, 0.3459, 0.4269, 0.3300, 0.3620, 0.3000, -0.4779, 0.0324, 0.2528, -0.3801, 0.5318, -0.5761, -0.0133, 0.5368, -0.2661, -0.0548, 0.4078, -0.4141, 0.4442, -1.4873, 1.9870, -0.1872, -0.3491, 0.5188, -0.5559, -0.4283, 0.4896, 0.3895, 0.0117, -0.7153, 0.3997, 0.0459, -0.5969, 0.4422, 1.0734, 0.3124, -0.1790, -0.4524, -0.3903, -0.2494, 0.4754, 0.2529, 0.2304, -0.0972, -1.0506],
  "gap_ev": 9.3,
  "smiles": "C[C@H]1COC(=O)O1.C[C@H]1COC(=O)O1.C[C@H]1COC(=O)O1.C[C@H]1COC(=O)O1.C[C@H]1COC(=O)O1.C[C@H]1COC(=O)O1.C[C@H]1COC(=O)O1.C[C@H]1COC(=O)O1.C[C@H]1COC(=O)O1.C[C@H]1COC(=O)O1.C[C@H]1COC(=O)O1",
  "multiplicity": 1,
  "lumo_ev": -0.779
}

#b
{
  "formula": "C44H66O33",
  "method": "ωB97M-V with the def2-TZVPD basis set",
  "species": ["C", "C", "C", "O", "C", "O", "O", "H", "H", "H", "H", "H", "H", "C", "C", "C", "O", "C", "O", "O", "H", "H", "H", "H", "H", "H", "C", "C", "C", "O", "C", "O", "O", "H", "H", "H", "H", "H", "H", "C", "C", "C", "O", "C", "O", "O", "H", "H", "H", "H", "H", "H", "C", "C", "C", "O", "C", "O", "O", "H", "H", "H", "H", "H", "H", "C", "C", "C", "O", "C", "O", "O", "H", "H", "H", "H", "H", "H", "C", "C", "C", "O", "C", "O", "O", "H", "H", "H", "H", "H", "H", "C", "C", "C", "O", "C", "O", "O", "H", "H", "H", "H", "H", "H", "C", "C", "C", "O", "C", "O", "O", "H", "H", "H", "H", "H", "H", "C", "C", "C", "O", "C", "O", "O", "H", "H", "H", "H", "H", "H", "C", "C", "C", "O", "C", "O", "O", "H", "H", "H", "H", "H", "H"],
  "coordinates": [[-8.066, -3.606, 21.929], [-6.716, -4.241, 22.126], [-6.292, -5.196, 20.978], [-4.971, -4.776, 20.673], [-4.681, -3.624, 21.311], [-3.702, -2.969, 21.121], [-5.653, -3.295, 22.177], [-8.300, -2.857, 22.677], [-8.822, -4.393, 21.901], [-8.081, -3.180, 20.919], [-6.704, -4.849, 23.035], [-6.980, -5.122, 20.134], [-6.262, -6.230, 21.314], [-0.523, -2.923, 17.602], [-1.493, -3.738, 18.440], [-2.958, -3.711, 17.984], [-3.357, -5.079, 18.120], [-2.295, -5.850, 18.452], [-2.378, -7.011, 18.679], [-1.154, -5.134, 18.365], [0.490, -3.124, 17.941], [-0.725, -1.862, 17.766], [-0.648, -3.128, 16.539], [-1.405, -3.385, 19.470], [-3.046, -3.435, 16.932], [-3.536, -3.083, 18.657], [-9.602, -10.511, 23.251], [-9.081, -10.319, 21.854], [-7.579, -9.947, 21.812], [-7.028, -10.844, 20.865], [-7.871, -11.896, 20.705], [-7.548, -12.922, 20.199], [-9.092, -11.592, 21.161], [-10.690, -10.561, 23.283], [-9.288, -9.672, 23.877], [-9.222, -11.426, 23.703], [-9.649, -9.609, 21.260], [-7.150, -10.066, 22.810], [-7.401, -8.917, 21.505], [-8.782, -12.250, 17.026], [-8.202, -12.662, 15.697], [-7.088, -11.732, 15.167], [-5.912, -12.525, 15.196], [-6.231, -13.811, 15.497], [-5.449, -14.701, 15.502], [-7.528, -13.917, 15.842], [-7.979, -11.916, 17.690], [-9.348, -13.060, 17.476], [-9.377, -11.336, 16.937], [-8.981, -12.740, 14.937], [-6.954, -10.852, 15.796], [-7.315, -11.381, 14.158], [-7.494, -7.498, 14.980], [-8.798, -7.857, 14.330], [-9.916, -8.112, 15.357], [-11.037, -7.387, 14.861], [-10.626, -6.536, 13.892], [-11.313, -5.725, 13.371], [-9.318, -6.723, 13.610], [-6.709, -7.316, 14.246], [-7.153, -8.283, 15.662], [-7.615, -6.608, 15.604], [-8.734, -8.684, 13.623], [-9.641, -7.707, 16.337], [-10.179, -9.157, 15.508], [-4.519, -14.428, 19.344], [-4.428, -13.098, 18.654], [-4.177, -11.912, 19.590], [-3.046, -11.234, 19.041], [-2.549, -11.939, 17.993], [-1.606, -11.595, 17.360], [-3.271, -13.046, 17.778], [-4.482, -15.237, 18.617], [-5.484, -14.464, 19.854], [-3.735, -14.561, 20.090], [-5.275, -12.935, 17.989], [-3.956, -12.220, 20.617], [-5.001, -11.213, 19.722], [-1.113, -4.827, 22.388], [-1.471, -6.239, 22.789], [-2.237, -6.398, 24.109], [-3.440, -7.086, 23.730], [-3.474, -7.273, 22.392], [-4.370, -7.830, 21.834], [-2.424, -6.687, 21.811], [-0.510, -4.327, 23.144], [-2.046, -4.326, 22.130], [-0.557, -4.831, 21.447], [-0.576, -6.862, 22.778], [-2.491, -5.460, 24.599], [-1.725, -7.071, 24.793], [-2.456, -6.004, 15.001], [-3.185, -5.533, 13.779], [-2.285, -5.177, 12.575], [-2.703, -6.037, 11.524], [-3.739, -6.809, 11.933], [-4.381, -7.516, 11.230], [-3.917, -6.676, 13.263], [-2.060, -5.150, 15.559], [-1.614, -6.648, 14.748], [-3.094, -6.560, 15.687], [-3.926, -4.759, 13.978], [-1.234, -5.367, 12.794], [-2.417, -4.140, 12.272], [-4.415, -8.895, 16.626], [-5.075, -8.895, 17.974], [-5.532, -7.515, 18.473], [-6.894, -7.705, 18.858], [-7.335, -8.909, 18.461], [-8.457, -9.292, 18.616], [-6.354, -9.605, 17.878], [-3.385, -8.543, 16.746], [-4.909, -8.212, 15.937], [-4.294, -9.892, 16.200], [-4.464, -9.391, 18.724], [-5.454, -6.701, 17.753], [-4.952, -7.272, 19.362], [-6.514, -3.648, 17.792], [-6.230, -2.170, 17.770], [-7.386, -1.306, 17.235], [-7.633, -0.353, 18.256], [-6.889, -0.626, 19.349], [-6.939, -0.040, 20.376], [-6.070, -1.683, 19.111], [-6.329, -4.118, 16.823], [-7.538, -3.863, 18.101], [-5.841, -4.163, 18.479], [-5.310, -1.921, 17.240], [-8.299, -1.866, 17.019], [-7.145, -0.809, 16.293], [-10.218, -6.634, 19.831], [-11.622, -7.162, 19.953], [-11.718, -8.670, 19.618], [-12.295, -9.252, 20.781], [-12.372, -8.337, 21.771], [-12.661, -8.581, 22.895], [-12.081, -7.098, 21.303], [-10.192, -5.576, 20.108], [-9.901, -6.714, 18.791], [-9.522, -7.149, 20.492], [-12.308, -6.601, 19.318], [-10.707, -9.064, 19.485], [-12.273, -8.913, 18.715]],
  "mulliken_charge": [-1.2158, 0.2411, 0.7980, 0.7723, 0.0619, -0.6115, -0.4011, 0.3834, 0.3258, 0.1792, 0.4660, -0.3052, -0.5595, -1.7070, 0.5347, -0.2340, 0.7503, -0.0689, -0.5430, -0.5042, 0.4119, 0.3764, 0.3175, 0.3235, 0.1782, 0.0905, -1.5506, 2.3961, -0.1931, -0.1433, 0.4632, -0.5212, -0.3842, 0.3665, 0.3760, 0.4156, -1.4960, 0.4405, -0.2446, -0.5027, 0.2756, 0.6123, -0.3519, 0.5590, -0.5281, -0.4013, -0.3520, 0.4670, 0.1529, 0.3619, -0.5760, 0.2682, -0.7515, 0.7060, 0.6114, -0.4141, 0.5663, -0.5374, -0.4193, 0.3083, -0.1189, 0.1348, 0.2885, -0.4377, 0.0079, -1.7364, 1.6947, 0.8599, -0.3160, 0.5722, -0.5878, -0.3885, 0.3988, 0.3019, 0.4325, -0.7641, 0.3673, -0.6101, -1.1347, 0.3436, -0.5749, -0.3928, 0.3537, -0.2749, -0.1257, 0.4564, 0.1503, 0.2442, 0.3416, 0.3257, 0.3071, -0.6283, 0.5430, -0.4220, -0.3803, 0.5041, -0.5178, -0.1982, 0.0417, 0.4779, -0.4160, 0.2787, 0.3003, 0.2974, -1.8191, 1.1936, 0.7911, 0.1955, -0.6478, -0.2308, 0.2243, 0.5104, 0.2128, 0.3925, -0.0154, -0.4986, -0.5031, -0.2497, 0.1594, -0.4813, -0.3705, 0.5062, -0.5158, -0.1342, 0.4176, 0.5488, -0.7750, 0.2787, 0.2751, 0.3222, -0.5429, 0.1150, 0.3637, -0.3926, 0.7004, -0.5298, -0.4206, 0.4307, -0.0888, 0.0665, 0.4057, -0.3065, 0.3736],
  "gap_ev": 10.3,
  "smiles": "C[C@H]1COC(=O)O1.C[C@H]1COC(=O)O1.C[C@H]1COC(=O)O1.C[C@H]1COC(=O)O1.C[C@H]1COC(=O)O1.C[C@H]1COC(=O)O1.C[C@H]1COC(=O)O1.C[C@H]1COC(=O)O1.C[C@H]1COC(=O)O1.C[C@H]1COC(=O)O1.C[C@H]1COC(=O)O1",
  "multiplicity": 1,
  "lumo_ev": -0.323
}

Of the structures shown above, #b is the most stable.